# 1
Entry from OMol25: 12 unconnected molecules or ions with the total composition C56H52N12O16 at a distorted geometry (the ωB97M-V functional and the def2-TZVPD basis).

The value obtained for the HOMO-LUMO gap is 8.536 eV. The HOMO energy is -9.58 eV. The lowest unoccupied orbital energy is -1.04 eV. Its electronic energy is -4025.12554 hartree. Its structure (SMILES) is O=[N+]([O-])c1ccccc1.O=[N+]([O-])c1ccccc1.O=[N+]([O-])c1ccccc1.O=[N+]([O-])c1ccccc1.O=[N+]([O-])c1ccccc1.O=[N+]([O-])c1ccccc1.O=[N+]([O-])c1ccccc1.O=[N+]([O-])c1ccccc1.CC#N.CC#N.CC#N.CC#N. For the max |F|, the calculation gives 0.090 hartree/bohr.

XYZ file:
```
136
Properties=species:S:1:pos:R:3:forces:R:3
O -6.741048 -3.129104 1.963166 -0.77 1.76 -0.15
N -7.294998 -2.016644 1.809456 -1.05 -2.98 0.35
O -8.510948 -1.846464 1.857296 1.14 -0.17 -0.06
C -6.478318 -0.894584 1.566456 1.45 1.06 -0.78
C -5.180878 -0.827144 2.049046 -0.43 -0.45 1.28
C -4.477578 0.359516 2.002116 0.15 -0.36 -1.78
C -4.957618 1.385536 1.174146 -1.30 0.34 0.98
C -6.284628 1.339916 0.656346 2.22 -1.05 1.16
C -6.976718 0.130486 0.815246 -1.16 2.33 -0.65
H -4.808638 -1.676554 2.602526 0.14 -0.03 0.06
H -3.489548 0.371906 2.438046 0.07 0.27 0.02
H -4.386778 2.300426 1.114916 0.05 0.11 -0.18
H -6.709868 2.266286 0.299406 -0.20 -0.35 -0.61
H -7.963838 0.125506 0.377116 -0.21 -0.48 0.27
O 1.558602 4.551366 -1.110784 0.87 0.26 -1.56
N 0.669152 5.331426 -1.438864 2.20 -0.87 -0.53
O -0.202988 5.525876 -0.668684 -2.97 1.53 0.58
C 0.719542 6.034606 -2.785584 -0.83 0.50 -0.85
C -0.433688 6.706176 -3.295034 0.91 -1.16 -0.15
C -0.377278 7.263146 -4.580224 1.48 0.27 0.79
C 0.854712 7.268386 -5.276084 -2.23 -0.32 0.14
C 1.880962 6.462286 -4.824934 1.02 2.36 -1.92
C 1.878282 5.954806 -3.594614 -1.29 -2.24 3.45
H -1.405528 6.700536 -2.823984 0.22 -0.06 0.55
H -1.256028 7.784486 -4.930084 0.08 0.03 -0.24
H 0.908232 7.838886 -6.191544 0.21 -0.19 -0.17
H 2.803532 6.486596 -5.385894 0.08 -0.37 -0.15
H 2.679402 5.333336 -3.222624 0.24 0.17 0.08
O 0.688362 -7.970884 -1.878234 -0.52 2.55 -1.69
N 0.507522 -6.974464 -2.629704 1.36 -1.46 -0.62
O 1.392472 -6.494284 -3.383304 -2.29 -0.85 1.97
C -0.878058 -6.406074 -2.669664 -1.17 0.22 0.35
C -2.024518 -7.166434 -2.330184 0.62 0.35 0.48
C -3.245268 -6.536334 -2.184194 -0.70 0.36 -0.77
C -3.450928 -5.149234 -2.374524 0.95 -1.63 -0.99
C -2.340898 -4.441304 -2.772014 1.06 0.04 -0.36
C -1.083318 -5.061014 -2.968624 0.34 -0.20 0.44
H -2.057498 -8.223054 -2.109144 0.68 -0.07 -0.14
H -4.086998 -7.194154 -2.025584 -0.12 0.15 0.29
H -4.434638 -4.704494 -2.404894 -0.04 -0.02 0.42
H -2.404838 -3.376044 -2.937954 0.01 0.11 -0.22
H -0.218478 -4.507424 -3.303264 -0.06 0.33 0.12
O 0.198532 0.271076 -3.805124 0.49 0.81 1.85
N 0.292202 1.092496 -2.874074 -1.51 -4.13 0.46
O 0.331802 2.253276 -3.026034 0.74 3.34 -0.34
C 0.072422 0.635626 -1.395814 1.09 -0.28 -1.29
C -0.589368 -0.521694 -1.157534 -1.71 -2.12 1.18
C -0.983258 -0.896654 0.176966 2.09 1.63 -0.87
C -0.411688 -0.132494 1.230046 -2.62 -2.14 -0.30
C 0.307912 0.972466 0.957716 1.34 0.57 0.05
C 0.610702 1.307446 -0.335674 0.39 2.25 -0.01
H -0.757408 -1.217864 -1.965934 -0.43 0.18 -0.21
H -1.592538 -1.769104 0.361406 0.11 -0.06 -0.03
H -0.629408 -0.408374 2.251266 -0.01 -0.05 0.12
H 0.761412 1.566996 1.736986 -0.10 -0.02 0.18
H 1.209952 2.204186 -0.391944 0.01 0.14 -0.75
O 8.352452 0.177426 -2.148064 -0.60 0.34 -0.34
N 7.684942 0.588356 -3.082204 1.46 -0.67 -2.37
O 8.028852 0.499546 -4.282484 -0.42 0.31 1.86
C 6.395452 1.163216 -2.851864 -2.33 1.29 1.53
C 5.671962 0.721646 -1.734144 0.26 -0.55 -0.45
C 4.421052 1.204846 -1.406104 0.67 1.50 0.30
C 3.863252 2.276136 -2.128544 0.17 -1.62 -0.23
C 4.531452 2.661826 -3.286524 -0.23 -0.17 0.04
C 5.793682 2.190146 -3.616454 0.82 -1.18 -0.19
H 5.966102 -0.117804 -1.121614 0.74 0.07 -0.13
H 4.097742 0.811796 -0.453534 -0.94 0.12 -0.10
H 2.861452 2.635586 -1.945244 0.05 0.21 0.20
H 3.979752 3.237616 -4.014874 0.26 0.54 0.05
H 6.277412 2.531726 -4.519634 0.09 0.00 -0.04
O -3.823068 1.384226 -5.382874 -1.19 2.11 1.02
N -4.623638 2.266576 -4.997894 -0.25 -1.98 -0.62
O -5.731928 2.411136 -5.551674 2.10 0.63 1.60
C -4.232428 3.070206 -3.715014 0.07 -0.08 -0.83
C -5.063808 4.149856 -3.343844 2.27 -0.74 -0.59
C -4.530668 4.960476 -2.331894 -0.60 -0.71 -0.47
C -3.372428 4.577256 -1.664974 0.12 0.70 0.74
C -2.600828 3.479276 -2.005454 0.19 -0.15 -0.98
C -2.973448 2.748046 -3.107464 -2.72 -0.17 -1.45
H -5.872528 4.447796 -3.994704 -0.27 -0.17 0.26
H -5.061068 5.883386 -2.149354 0.18 0.08 0.50
H -2.991118 5.180046 -0.854024 -0.10 0.28 0.07
H -1.628568 3.262176 -1.588344 -0.09 0.16 0.51
H -2.456088 1.928236 -3.583544 0.37 0.01 0.28
O 2.089602 -1.161704 2.426136 1.76 -0.18 -0.44
N 3.219112 -1.380704 1.965836 -0.43 -0.16 0.76
O 3.449812 -2.171994 1.068006 0.10 0.77 0.57
C 4.386022 -0.591494 2.565046 1.09 -0.18 -3.20
C 5.593502 -0.460684 1.830256 0.82 -0.20 0.18
C 6.601082 0.459146 2.227876 -1.58 -1.43 -0.13
C 6.291182 1.292186 3.274936 1.59 0.76 1.03
C 5.186912 1.141756 4.035006 -1.87 -1.12 -0.24
C 4.234842 0.179926 3.637756 -0.97 1.44 2.98
H 5.802152 -1.167124 1.040436 -0.12 0.00 -0.18
H 7.634522 0.462936 1.914206 -0.25 -0.15 -0.83
H 7.030152 1.966366 3.682136 0.28 0.27 -0.39
H 5.012912 1.723746 4.927986 -0.02 0.03 -0.02
H 3.389032 0.050526 4.296736 -0.23 -0.03 -0.33
O -0.475438 1.475526 4.300316 0.99 0.65 0.89
N 0.631012 1.690586 4.832846 -1.43 -2.18 -2.05
O 1.257242 2.705506 4.765296 0.10 1.07 0.26
C 1.288952 0.518196 5.399396 0.55 -1.06 1.95
C 2.284022 0.789336 6.344376 -0.40 -0.16 0.97
C 2.834442 -0.231244 7.106626 0.66 -0.97 -0.98
C 2.491972 -1.553394 6.879446 -1.45 -1.22 -1.80
C 1.500572 -1.899834 5.895746 0.87 2.77 0.35
C 0.884672 -0.823384 5.193286 -0.19 -0.10 1.20
H 2.547712 1.759146 6.739776 -0.11 0.48 -0.92
H 3.720322 -0.054424 7.698516 -0.31 0.34 0.54
H 2.946602 -2.392784 7.384566 0.26 0.20 0.28
H 1.233912 -2.913004 5.633476 -0.02 -0.05 0.27
H -0.052588 -1.052604 4.708096 0.27 0.19 -0.83
C 3.768352 -1.713264 -2.958514 0.08 0.09 -0.59
C 2.430892 -2.257994 -2.657634 2.70 0.65 -0.38
N 1.400462 -2.666084 -2.426054 -1.79 -0.69 0.38
H 3.694492 -0.629964 -3.053924 0.00 -0.08 0.16
H 4.172822 -2.066674 -3.906994 -0.55 -0.18 -0.25
H 4.578802 -1.975044 -2.278254 -0.59 -0.01 0.58
C 0.223382 -4.879044 1.913046 1.25 -0.73 -0.20
C 1.509062 -4.820014 2.710886 -2.16 0.55 -1.01
N 2.495252 -4.801194 3.288576 0.47 0.03 0.37
H -0.074168 -3.993864 1.350896 0.39 0.45 0.66
H -0.618878 -5.289064 2.470346 0.25 0.14 0.19
H 0.469172 -5.578194 1.113746 -0.19 -0.33 -0.01
C -3.223438 -0.963514 6.015266 0.19 -0.03 0.11
C -2.792358 -1.560134 4.755996 0.70 -0.75 -0.87
N -2.459678 -2.128154 3.801806 -0.37 0.80 0.96
H -3.134698 -1.719424 6.795536 -0.49 -0.15 -0.09
H -4.239838 -0.597534 5.870036 0.02 -0.05 0.37
H -2.574248 -0.165184 6.374886 0.02 0.20 -0.54
C -3.728758 -4.384264 0.506876 0.11 0.21 1.39
C -3.985808 -5.823844 0.680146 -0.60 -3.99 -1.04
N -4.165328 -6.998584 0.732836 0.65 4.58 0.11
H -3.353978 -3.951444 -0.420654 -0.17 -0.99 -0.14
H -2.947368 -4.188994 1.241306 -0.07 0.45 0.26
H -4.622088 -3.822954 0.780736 -0.02 -0.04 0.22
```
Forces are in eV/Å.

# 2
Entry from OMol25: a single C19H26N2O5 molecule at a distorted geometry (the ωB97M-V functional and the def2-TZVPD basis).

The value obtained for the HOMO-LUMO gap is 8.685 eV. The HOMO energy is -8.96 eV. The lowest unoccupied orbital energy is -0.28 eV. Its electronic energy is -1225.28699 hartree. For the energy relative to the best compared isomer or geometry (same formula, charge and spin), the calculation gives 300.46 kJ/mol. Its structure (SMILES) is CCCCCC[C@H]1C[C@H](CCC(=O)Nc2ccc([N+](=O)[O-])cc2)C(=O)O1. For the max |F|, the calculation gives 0.026 hartree/bohr.

XYZ file:
```
52
Properties=species:S:1:pos:R:3:forces:R:3
C 3.667145 0.639298 4.368005 -0.14 -0.15 0.18
C 2.435891 0.134478 5.111139 -0.07 0.17 -0.09
C 1.120508 0.529935 4.437739 0.08 -0.12 -0.06
C 0.935352 -0.011932 3.019664 0.05 -0.05 0.33
C 0.875258 -1.537333 2.969937 -0.16 0.22 -0.29
C 0.537180 -2.087430 1.582942 0.50 0.10 0.09
C 1.688732 -1.987909 0.576744 -0.45 -0.83 0.21
C 1.357215 -2.655514 -0.768515 0.04 0.14 0.08
C 0.876271 -1.494841 -1.643163 0.22 -0.21 0.08
C 1.318752 -1.628313 -3.105986 -0.12 0.27 0.08
C 0.965430 -0.431304 -3.998138 -0.01 -0.19 -0.12
C -0.524803 -0.135307 -3.953503 0.49 0.22 0.06
O -1.333161 -0.723391 -4.633733 -0.23 -0.25 -0.18
N -0.830418 0.839843 -3.043069 0.35 0.26 0.17
C -2.068325 1.345935 -2.690013 -0.55 0.08 0.06
C -3.252038 0.996963 -3.347593 0.18 -0.09 -0.07
C -4.449957 1.540831 -2.939611 -0.22 0.32 0.33
C -4.480732 2.434996 -1.873587 1.16 -0.55 -0.42
N -5.729012 2.993911 -1.448765 -0.58 0.25 0.20
O -6.732562 2.665374 -2.049740 -0.21 -0.02 -0.08
O -5.714493 3.764311 -0.508530 -0.06 0.15 0.16
C -3.307503 2.791705 -1.212422 -0.36 0.04 -0.02
C -2.111575 2.249958 -1.619968 0.00 -0.15 -0.18
C 1.448611 -0.279229 -0.919870 -0.47 -0.12 -0.67
O 1.436992 0.860741 -1.311676 0.20 0.21 0.18
O 1.957925 -0.622050 0.251698 0.38 0.44 0.27
H 3.609909 1.716274 4.226471 0.04 0.13 -0.06
H 4.567639 0.415950 4.935964 0.13 0.01 -0.02
H 3.757688 0.169485 3.392090 0.07 -0.01 -0.15
H 2.489556 -0.950943 5.213126 0.00 -0.04 0.10
H 2.437280 0.553384 6.120399 0.00 -0.10 0.04
H 1.065556 1.620269 4.397126 -0.05 0.05 0.07
H 0.292138 0.181865 5.060486 -0.08 0.07 0.02
H -0.001952 0.387561 2.622992 0.01 0.03 -0.11
H 1.739807 0.348812 2.380933 -0.07 0.07 -0.04
H 0.108724 -1.880219 3.669105 0.05 -0.04 0.09
H 1.828891 -1.959450 3.290257 0.04 -0.10 0.10
H 0.283013 -3.145179 1.676499 -0.04 -0.03 -0.10
H -0.332570 -1.562582 1.180699 -0.12 -0.05 -0.08
H 2.603508 -2.385079 1.027414 -0.09 0.06 -0.08
H 0.608063 -3.434979 -0.655118 0.01 -0.05 0.01
H 2.254837 -3.100231 -1.200837 -0.01 -0.01 -0.02
H -0.215628 -1.406059 -1.609520 0.07 0.05 0.07
H 0.843086 -2.522801 -3.514127 0.07 -0.02 0.02
H 2.400980 -1.774411 -3.140781 -0.02 -0.08 0.01
H 1.538672 0.443810 -3.695427 -0.01 -0.04 -0.05
H 1.224676 -0.688263 -5.026085 -0.08 0.08 0.02
H -0.048664 1.188071 -2.488885 -0.08 -0.18 -0.18
H -3.217302 0.302029 -4.169662 -0.01 0.00 0.00
H -5.373354 1.284208 -3.435541 -0.01 -0.02 -0.02
H -3.358126 3.488384 -0.389883 0.02 0.01 0.02
H -1.193108 2.516366 -1.117679 0.09 0.05 0.07
```
Forces are in eV/Å.

# 3
Entry from OMol25: a single C15H22N2O4 molecule (the ωB97M-V functional and the def2-TZVPD basis).

The value obtained for the HOMO-LUMO gap is 8.804 eV. The HOMO energy is -8.02 eV. The lowest unoccupied orbital energy is 0.79 eV. Its electronic energy is -995.22716 hartree. For the energy relative to the best compared isomer or geometry (same formula, charge and spin), the calculation gives 247.80 kJ/mol. Its structure (SMILES) is COc1ccc(NC(=O)CCN2CCOCC2)c(OC)c1. For the max |F|, the calculation gives 0.012 hartree/bohr.

XYZ file:
```
43
Properties=species:S:1:pos:R:3:forces:R:3
C 2.903609 3.502512 -3.981887 0.05 0.21 0.00
O 2.595347 2.134633 -3.870219 -0.13 -0.32 0.08
C 1.699998 1.747817 -2.917650 -0.11 -0.03 0.15
C 1.087623 2.596697 -2.007241 0.32 0.22 -0.25
C 0.177358 2.074156 -1.101552 -0.04 -0.39 -0.06
C -0.120201 0.726252 -1.075139 -0.08 0.07 -0.15
N -1.077702 0.220922 -0.167514 0.43 0.23 0.08
C -2.148189 -0.509566 -0.560163 -0.52 0.03 0.38
O -2.517885 -0.628893 -1.706899 -0.06 -0.10 -0.29
C -2.900644 -1.121571 0.620330 0.12 -0.21 -0.12
C -1.979496 -1.926419 1.542542 -0.18 0.04 -0.03
N -1.051664 -1.064882 2.265135 0.04 -0.13 0.28
C 0.204268 -1.714357 2.605269 0.25 0.23 0.15
C 1.150181 -0.671529 3.203724 0.06 -0.33 -0.22
O 0.593998 -0.064647 4.346172 0.02 -0.03 0.15
C -0.638534 0.540635 4.036652 -0.37 -0.02 0.00
C -1.628561 -0.473004 3.461111 0.20 0.24 0.15
C 0.530830 -0.144399 -1.969360 0.03 0.18 0.14
O 0.253324 -1.465890 -1.826261 -0.02 0.40 0.18
C 0.713539 -2.355416 -2.813660 0.11 -0.16 -0.16
C 1.421601 0.380023 -2.889244 0.04 -0.13 -0.11
H 2.013001 4.097931 -4.206402 0.03 -0.02 0.02
H 3.606227 3.579686 -4.810224 -0.05 0.05 0.07
H 3.376119 3.884456 -3.070974 -0.03 -0.01 -0.03
H 1.291557 3.654736 -1.997386 0.05 0.09 -0.04
H -0.322446 2.731560 -0.406101 -0.10 0.03 0.05
H -0.834297 0.149534 0.820524 -0.03 -0.10 -0.13
H -3.388317 -0.317606 1.174805 -0.06 0.00 0.02
H -3.674817 -1.775329 0.218427 0.02 0.10 -0.03
H -2.586363 -2.527779 2.238347 0.10 0.00 -0.05
H -1.394459 -2.613864 0.926991 -0.01 -0.02 0.05
H 0.647906 -2.126410 1.696672 0.01 -0.02 0.01
H 0.054665 -2.528980 3.333934 0.01 0.00 -0.06
H 2.082139 -1.137165 3.527764 -0.03 0.03 -0.10
H 1.370289 0.093737 2.442646 0.01 -0.07 0.04
H -1.015629 0.962741 4.969416 -0.03 0.02 -0.10
H -0.483893 1.349834 3.305624 -0.04 -0.03 0.07
H -2.559270 0.034767 3.203145 -0.02 0.00 0.04
H -1.845101 -1.241986 4.222696 -0.03 0.03 -0.06
H 1.806775 -2.427481 -2.811596 -0.06 0.01 -0.02
H 0.367730 -2.058854 -3.807474 0.01 0.00 0.02
H 0.287266 -3.324676 -2.559315 0.06 0.04 -0.06
H 1.932117 -0.241925 -3.605664 0.05 -0.12 -0.07
```
Forces are in eV/Å.